(1)
DFT (the ωB97M-V functional and the def2-TZVPD basis) results for a cluster of 8 separate species, C16H47NO11 in total at a distorted geometry.

```
! RIJCOSX wB97M-V def2-TZVPD def2/J DEFGRID3
* xyz 0 1
C -0.90 -3.89 -3.95
O -0.48 -2.57 -4.24
C 0.38 -1.93 -3.27
C 0.63 -0.47 -3.51
N 1.66 0.08 -2.64
H 1.27 -0.11 -1.89
H 2.50 -0.32 -2.55
C 2.01 1.52 -2.85
C 2.94 2.02 -1.78
O 3.41 3.38 -2.15
C 2.37 4.27 -1.98
H -1.92 -4.12 -4.43
H -1.08 -4.07 -2.98
H -0.08 -4.61 -4.29
H 1.31 -2.57 -3.45
H 0.06 -1.93 -2.28
H -0.37 -0.01 -3.31
H 0.90 -0.56 -4.43
H 0.97 1.96 -2.78
H 2.34 1.49 -3.90
H 3.81 1.36 -1.68
H 2.54 2.10 -0.73
H 2.04 4.05 -0.97
H 1.56 4.00 -2.80
H 2.89 5.23 -2.21
C 0.24 -0.25 0.23
O 1.36 -1.00 0.15
O -0.34 -0.17 1.47
O -0.36 0.33 -0.70
H -0.07 -0.76 2.20
C -2.20 2.56 5.04
C -1.85 2.13 3.66
O -0.38 1.92 3.61
H -1.80 3.62 5.15
H -1.79 2.05 5.74
H -3.29 2.55 5.18
H -2.16 2.79 2.94
H -2.31 1.31 3.39
H -0.12 1.61 2.86
C -0.66 -5.06 1.49
C -0.48 -3.79 0.71
O 0.86 -3.53 0.45
H -1.73 -5.30 1.71
H -0.11 -5.01 2.42
H -0.41 -5.80 0.87
H -0.74 -2.84 1.24
H -1.04 -3.93 0.00
H 1.08 -2.61 0.40
C -1.63 3.15 -2.28
C -1.63 3.41 -0.83
O -0.35 2.97 -0.35
H -2.63 3.40 -2.72
H -1.34 2.03 -2.45
H -0.98 3.89 -2.64
H -2.29 2.62 -0.43
H -2.01 4.23 -0.40
H -0.44 1.94 -0.26
C -3.40 -0.57 -1.49
O -2.82 -0.06 -0.29
H -2.69 -1.19 -1.95
H -3.54 0.16 -2.27
H -4.34 -1.23 -1.20
H -1.90 0.17 -0.54
C 3.07 0.83 2.59
O 3.50 -0.02 1.49
H 2.67 1.71 2.44
H 3.74 0.92 3.37
H 2.32 0.07 3.21
H 2.94 -0.62 1.12
C 0.50 -2.27 4.43
O -0.63 -1.75 3.89
H 0.67 -3.36 4.73
H 0.78 -1.61 5.33
H 1.40 -2.18 3.91
H -1.42 -1.75 4.41
*
```

**F_max**: 11.39 eV Å⁻¹
**Calculated total energy**: -1519.78711 hartree
**Relative energy (zero: lowest compared OMol25 entry of this formula, charge and spin)**: 45.5 kJ/mol


(2)
DFT (the ωB97M-V functional and the def2-TZVPD basis) results for the molecule C13H26NO5PS2 at a distorted geometry.

```
! RIJCOSX wB97M-V def2-TZVPD def2/J DEFGRID3
* xyz 0 1
C -5.63 -1.04 -1.88
C -5.47 -0.39 -0.60
O -4.31 -0.01 -0.49
C -3.46 -0.74 0.18
O -3.67 -1.95 0.55
C -2.07 0.06 0.17
C -1.60 0.41 -1.09
C -2.20 1.29 1.25
C -2.80 0.98 2.71
N -1.22 -0.94 0.75
C 0.18 -0.85 1.07
O 0.67 0.46 0.97
C 0.77 -1.96 1.40
S 2.55 -1.63 1.88
P 2.99 -0.53 0.40
S 2.18 -0.65 -1.69
O 4.65 -1.02 0.33
C 5.54 -0.85 -0.64
C 5.70 -1.57 -1.75
O 3.39 0.87 0.67
C 2.54 2.08 0.23
C 3.62 3.31 -0.44
H -6.53 -1.46 -2.18
H -4.91 -2.00 -1.96
H -5.26 -0.48 -2.70
H -6.15 0.56 -0.57
H -5.81 -1.14 0.16
H -0.53 1.13 -0.97
H -2.22 1.21 -1.70
H -1.49 -0.36 -1.49
H -2.91 1.82 0.81
H -1.30 1.77 1.25
H -2.69 1.65 3.41
H -3.80 0.45 2.80
H -2.10 0.11 3.13
H -1.61 -2.01 0.92
H 0.41 -2.72 2.24
H 0.94 -2.67 0.70
H 6.44 -0.56 -0.22
H 5.28 0.34 -1.06
H 4.64 -1.87 -2.14
H 6.48 -1.49 -2.35
H 5.92 -2.57 -1.31
H 1.97 2.61 1.04
H 1.85 1.83 -0.47
H 4.05 2.88 -1.11
H 4.17 3.49 0.31
H 2.82 4.16 -0.53
*
```

**F_max**: 16.77 eV Å⁻¹
**Calculated total energy**: -2079.20774 hartree
**SMILES string**: CCOC(=O)[C@@](C)(CC)NC(=O)CSP(=S)(OCC)OCC
**Relative energy (zero: lowest compared OMol25 entry of this formula, charge and spin)**: 1475.9 kJ/mol


(3)
DFT (the ωB97M-V functional and the def2-TZVPD basis) results for a cluster of 2 separate species, C3H5F2N in total at a distorted geometry.

```
! RIJCOSX wB97M-V def2-TZVPD def2/J DEFGRID3
* xyz 0 1
C -0.14 -0.91 0.25
C 0.61 0.35 0.63
C -1.91 0.95 0.48
N -0.73 0.46 0.43
F 1.53 0.99 -0.14
F 3.19 -0.80 -1.89
H -0.08 -1.51 -0.64
H -0.37 -1.50 1.11
H -2.76 0.22 0.54
H 2.53 -0.27 -1.50
H -1.86 2.02 0.74
*
```

**F_max**: 1.94 eV Å⁻¹
**Calculated total energy**: -371.62156 hartree
**Relative energy (zero: lowest compared OMol25 entry of this formula, charge and spin)**: 385.5 kJ/mol


(4)
DFT (the ωB97M-V functional and the def2-TZVPD basis) results for a structure of composition C43H42InN5SSe2.

```
! RIJCOSX wB97M-V def2-TZVPD def2/J DEFGRID3
* xyz 2 1
In 0.22 0.37 0.44
C -2.05 3.22 -2.33
C -3.33 2.72 -2.29
C -3.57 1.50 -1.67
C -2.50 0.83 -1.10
N -1.27 1.35 -1.08
C -1.04 2.51 -1.70
C -2.60 -0.56 -0.55
C -3.73 -1.34 -0.68
C -3.65 -2.68 -0.31
C -2.44 -3.20 0.13
C -1.35 -2.35 0.24
N -1.47 -1.05 -0.05
C 0.02 -2.83 0.59
C 0.29 -4.12 1.01
C 1.60 -4.48 1.27
C 2.60 -3.53 1.11
C 2.25 -2.26 0.70
N 0.99 -1.92 0.45
H -1.82 4.15 -2.84
H -4.15 3.25 -2.75
H -4.56 1.08 -1.66
H -0.02 2.86 -1.69
H -4.65 -0.94 -1.08
H -4.52 -3.32 -0.39
H -2.36 -4.25 0.34
H -0.50 -4.85 1.13
H 1.84 -5.48 1.59
H 3.64 -3.77 1.30
H 2.99 -1.48 0.58
C 0.10 -2.30 -6.24
C -0.30 -0.96 -5.61
C -1.59 -1.15 -4.82
C -0.56 0.07 -6.73
C 0.84 -0.45 -4.73
C 2.12 -0.22 -5.30
C 3.19 0.24 -4.57
C 2.99 0.49 -3.21
S 4.11 1.06 -2.01
C 2.87 0.99 -0.82
N 1.71 0.59 -1.28
C 1.75 0.28 -2.63
C 0.67 -0.19 -3.38
C 3.04 1.32 0.61
C 4.24 1.82 1.10
C 4.36 2.13 2.44
C 3.29 1.92 3.30
C 2.09 1.41 2.80
C 1.94 1.11 1.46
H -0.71 -2.67 -6.87
H 0.31 -3.05 -5.46
H 0.99 -2.21 -6.86
H -2.37 -1.52 -5.49
H -1.94 -0.21 -4.38
H -1.46 -1.89 -4.02
H -1.37 -0.28 -7.37
H 0.31 0.22 -7.36
H -0.85 1.04 -6.31
H 2.26 -0.41 -6.36
H 4.15 0.40 -5.04
H -0.28 -0.36 -2.90
H 5.08 1.99 0.43
H 5.29 2.53 2.82
H 3.39 2.16 4.35
H 1.26 1.25 3.49
C 0.35 5.65 -0.28
Se 0.99 4.08 0.68
C -0.14 4.31 2.24
C -1.59 3.91 2.04
Se -1.92 1.99 2.01
C -1.83 1.72 3.93
H 0.56 6.54 0.30
H -0.71 5.58 -0.50
H 0.91 5.70 -1.21
H -0.08 5.36 2.52
H 0.32 3.74 3.04
H -2.00 4.32 1.12
H -2.21 4.28 2.86
H -2.52 2.42 4.39
H -0.82 1.86 4.30
H -2.17 0.71 4.13
N -0.36 -0.87 2.84
C -0.32 -1.49 3.81
C -0.27 -2.26 5.02
C -0.88 -3.51 5.06
C -0.83 -4.26 6.22
C -0.16 -3.75 7.34
C 0.45 -2.51 7.30
C 0.40 -1.75 6.14
H -1.40 -3.89 4.19
H -1.30 -5.23 6.27
H -0.12 -4.34 8.25
H 0.96 -2.12 8.17
H 0.87 -0.78 6.09
*
```

**F_max**: 0.19 eV Å⁻¹
**Calculated total energy**: -7328.37774 hartree


Number 1: HOMO-LUMO gap 9.67 eV. Number 2: HOMO-LUMO gap 7.66 eV. Number 3: HOMO-LUMO gap 7.85 eV. Number 4: HOMO-LUMO gap 7.08 eV.